No. 1
{"formula": "C10H24IO8PSi2", "method": "ωB97M-V with the def2-TZVPD basis set", "spin_multiplicity": 1, "total_charge": 0, "total_energy_ha": -2215.31793, "largest_force_ha_per_bohr": 0.18230, "homo_energy_ev": -9.8, "relative_energy_ev": 7.097, "species": ["C", "C", "H", "O", "H", "C", "H", "P", "H", "H", "O", "C", "H", "O", "H", "H", "C", "C", "H", "H", "H", "O", "C", "Si", "O", "H", "H", "C", "O", "H", "H", "H", "O", "C", "C", "H", "H", "H", "O", "H", "H", "I", "H", "H", "Si", "H"], "xyz": [[2.732, 2.219, 0.146], [-1.262, -0.803, 3.192], [1.094, -5.049, -0.125], [-0.840, -0.685, -3.692], [3.590, 2.147, 0.969], [-0.918, 0.545, 2.324], [-3.280, 0.364, 3.700], [2.030, -3.567, 1.368], [-1.715, -0.861, -1.697], [2.971, -1.163, -0.139], [3.449, -3.708, 2.096], [-0.848, -0.302, -2.265], [-3.591, -0.393, -3.693], [2.017, -0.479, 2.183], [-0.448, -0.857, 4.060], [1.299, 1.634, 3.503], [1.225, 2.192, 0.797], [-2.788, -0.712, 3.804], [-2.718, -0.964, 4.966], [-1.554, 0.044, -5.646], [0.357, 2.023, 0.030], [0.268, -1.201, -0.103], [-3.086, 0.612, -4.040], [0.976, 0.934, 2.232], [0.702, -4.001, 2.461], [1.045, 3.277, 1.261], [1.219, -1.440, -2.097], [1.870, 3.789, -1.520], [2.020, -4.680, 0.027], [-3.731, 1.113, -4.888], [0.452, -3.116, 2.876], [-0.959, 1.362, -4.411], [2.894, 3.587, -0.448], [-1.530, 0.332, -4.508], [0.560, -0.696, -1.469], [2.897, 1.472, -0.746], [-1.423, 1.454, 2.903], [-1.422, 0.537, 1.242], [1.147, 4.934, -1.642], [-0.994, 0.859, -2.189], [-1.195, -1.717, 2.459], [-4.038, -2.189, 2.760], [1.142, 0.316, -1.325], [1.624, 2.958, -2.339], [1.798, -1.433, 0.727], [-3.038, 1.315, -3.106]]}



No. 2
{"formula": "C5H7N", "method": "ωB97M-V with the def2-TZVPD basis set", "spin_multiplicity": 1, "total_charge": 0, "total_energy_ha": -249.27968, "largest_force_ha_per_bohr": 0.03585, "homo_energy_ev": -8.0, "relative_energy_ev": 5.267, "smiles": "C1[C@@H]2[C@H]1[C@@H]1N[C@H]21", "species": ["C", "C", "C", "H", "H", "H", "H", "N", "H", "H", "H", "C", "C"], "xyz": [[0.458, -0.657, -0.603], [-0.807, 1.023, 0.106], [1.232, -0.311, 0.612], [2.304, -0.462, 0.565], [0.933, -1.206, -1.416], [-1.707, -0.503, -1.356], [0.970, 0.752, -1.153], [-1.522, -0.055, 0.781], [0.801, -0.623, 1.554], [-1.024, -0.550, 1.515], [-1.353, 1.953, -0.012], [-1.027, -0.292, -0.540], [0.741, 0.931, -0.052]]}



No. 3
{"formula": "C24H36BF14N3O3PS3", "method": "ωB97M-V with the def2-TZVPD basis set", "spin_multiplicity": 1, "total_charge": 1, "total_energy_ha": -4284.81610, "largest_force_ha_per_bohr": 0.06940, "homo_energy_ev": -12.4, "smiles": "CCCCCCCCCC[C@@H]1[NH2+][C@@H]([PH2]=S)[C@H](CCC(F)(F)C(F)(F)C(F)(F)C(F)(F)C(F)(F)C(F)(F)F)[C@@H](S(=O)(=O)F)[C@@]1(N=C=S)B(N)O", "species": ["H", "P", "C", "H", "C", "S", "C", "H", "F", "H", "H", "F", "C", "H", "F", "H", "H", "S", "F", "H", "C", "H", "C", "O", "H", "F", "H", "C", "H", "H", "C", "F", "O", "F", "H", "H", "H", "H", "C", "F", "B", "H", "C", "H", "H", "O", "C", "H", "H", "N", "H", "H", "N", "C", "C", "H", "F", "H", "H", "C", "C", "N", "C", "C", "H", "F", "F", "H", "C", "C", "H", "H", "C", "F", "F", "H", "H", "H", "C", "C", "C", "H", "C", "S", "F"], "xyz": [[-0.911, 0.395, 0.973], [-3.860, -2.717, -0.102], [-1.116, -3.782, 1.232], [-1.089, 4.041, -1.515], [-2.680, 2.310, 0.088], [-4.569, -1.538, -1.474], [-2.297, 1.874, 1.540], [1.360, 4.283, -2.839], [-1.423, -5.002, -1.663], [-2.559, -0.320, -0.161], [3.260, 4.523, -1.151], [3.506, -3.405, -1.717], [-0.616, -3.982, -1.304], [-3.185, -3.797, -0.702], [1.473, -1.512, 4.206], [3.060, 2.933, 1.487], [-0.033, 1.542, -2.842], [1.009, -1.679, 2.712], [2.585, -1.811, -5.419], [-0.733, -1.799, 0.513], [-2.832, -1.816, 1.174], [-0.322, 2.913, -3.938], [-1.340, -2.250, 1.315], [1.424, -2.994, 2.370], [1.197, 1.913, 3.423], [2.395, 0.003, -4.321], [1.881, 5.672, 0.843], [1.408, -2.768, -2.439], [-3.782, 0.007, 0.902], [-2.028, -4.388, 1.156], [-1.420, -0.166, 2.952], [-1.187, -2.777, -1.519], [0.350, 1.746, 2.983], [1.407, -2.019, -1.316], [-1.145, -2.284, 3.425], [2.007, 2.641, -2.989], [-0.007, -5.297, 0.232], [-3.610, 1.818, -0.238], [-0.137, -4.214, 0.132], [3.650, -0.727, -2.310], [-0.379, 0.844, 3.699], [-0.614, 1.697, -0.514], [2.944, 3.638, -0.586], [0.733, 3.677, -0.438], [1.467, 2.105, -0.677], [1.605, -0.742, 1.834], [-1.320, 3.086, -1.999], [-1.576, 2.613, 1.894], [-1.924, 1.099, -1.524], [-0.096, 0.797, 5.123], [-2.184, 3.188, -2.665], [2.234, 5.149, 2.538], [-2.834, -0.378, 0.833], [3.100, 3.883, 0.936], [3.230, -1.009, -4.612], [1.062, 4.270, 1.564], [4.279, -0.457, -5.165], [-0.479, 1.617, 5.584], [0.867, -3.791, 0.223], [1.239, 3.251, -2.487], [3.657, -1.667, -3.246], [-2.525, -0.459, 3.914], [2.895, -2.958, -2.838], [-3.137, 0.451, 4.387], [-0.459, -0.061, 5.527], [0.122, -4.407, -3.479], [4.940, -2.043, -3.392], [-3.213, 2.034, 2.127], [-1.820, 0.425, 1.587], [-1.576, 1.985, -0.956], [-2.902, 3.382, 0.087], [-4.949, -3.294, 0.602], [-0.120, 2.637, -2.898], [1.371, -5.145, -1.894], [0.738, -2.048, -3.342], [-3.291, -2.034, 2.147], [3.654, 2.831, -0.813], [4.074, 4.350, 1.120], [-0.785, -1.604, 2.638], [1.540, 3.166, -0.977], [0.626, -4.109, -2.267], [-0.657, -4.087, 2.180], [2.013, 4.818, 1.519], [-3.796, 1.732, 4.979], [3.062, -3.919, -3.730]]}



No. 4
{"formula": "C3H6N4", "method": "ωB97M-V with the def2-TZVPD basis set", "spin_multiplicity": 1, "total_charge": 0, "total_energy_ha": -336.85590, "largest_force_ha_per_bohr": 0.10076, "homo_energy_ev": -7.7, "relative_energy_ev": 2.540, "species": ["H", "H", "N", "N", "C", "H", "C", "H", "N", "H", "H", "N", "C"], "xyz": [[-2.931, -1.000, -0.572], [0.073, -2.027, -0.215], [2.518, -0.469, -0.026], [0.728, 1.236, -0.012], [-0.539, 1.119, -0.005], [-2.746, -0.535, 1.198], [0.020, -0.911, -0.056], [2.959, 0.342, 0.573], [-1.096, -0.188, -0.169], [-1.165, 1.938, -0.077], [2.804, -1.358, 0.496], [-2.525, -0.315, 0.110], [1.124, -0.076, -0.059]]}



Number 1: gap between HOMO and LUMO 9.75 eV, lowest unoccupied orbital energy -0.016 eV. Number 2: gap between HOMO and LUMO 9.13 eV, lowest unoccupied orbital energy 1.096 eV. Number 3: gap between HOMO and LUMO 9.28 eV, lowest unoccupied orbital energy -3.162 eV. Number 4: gap between HOMO and LUMO 8.37 eV, lowest unoccupied orbital energy 0.684 eV.